Computed, not measured: a molecular structure, C6H5CrN2O5S in a non-equilibrium geometry, with the ωB97M-V functional and the def2-TZVPD basis.

The expectation value of S² is 6.051. Its energy above the lowest of the compared OMol25 structures with the same formula, charge and spin is 0.035 eV. As for the multiplicity: 5. The HOMO energy (spin up / spin down) is -11.964 / -12.526 eV. Its total charge is +1. As for the HOMO-LUMO gap (spin up / spin down): 7.64 / 6.52 eV. The calculation puts the largest force on an atom at 0.1469 Eh/bohr.

Element x y z (Å)
O -0.38 -4.72 -1.65
C 0.43 -3.93 -1.79
Cr 1.78 0.72 -0.65
C 1.63 2.49 0.11
O 1.59 3.57 0.54
C 3.52 1.13 -1.27
O 4.43 0.81 -1.89
C 0.64 0.87 -2.25
O 0.12 1.19 -3.25
C 2.17 -0.35 0.90
O 2.94 -0.80 1.66
H 1.38 -0.82 -0.88
N -2.82 -1.15 1.39
C -2.15 0.00 1.01
N -2.37 0.98 1.95
S -1.25 0.07 -0.51
H -3.77 -1.06 1.82
H -2.66 -1.83 0.65
H -1.90 1.85 1.71
H -3.32 0.99 2.40

These are the Mulliken partial charges, in e, on atoms 1 to 6: -0.1671 0.1746 -0.3427 0.4144 -0.1883 0.2681